Entry 1:
Molecular formula: C4H11N2O
Method: DFT, ωB97M-V with the def2-TZVPD basis set

```
18
Properties=species:S:1:pos:R:3:forces:R:3:nbo_charge:R:1
N 1.733 -0.744 -2.444 -0.473 1.201 -1.641 -0.84
C 1.460 -0.858 -1.059 -0.437 -1.060 2.669 -0.04
N 0.009 -1.131 -0.836 0.837 0.016 1.537 -0.66
C -0.287 -1.112 0.627 -2.024 0.348 -0.167 -0.24
C -1.104 0.070 1.159 -1.565 -0.820 -0.073 -0.43
C -0.519 1.450 1.237 0.097 0.929 -1.712 -0.01
O -1.484 2.323 1.475 -0.413 0.976 1.076 -0.95
H 1.986 0.232 -2.675 -0.005 -0.750 0.305 0.35
H 0.790 -0.818 -2.840 0.555 -0.355 -0.488 0.36
H 1.908 -1.795 -0.595 -0.024 0.990 -0.669 0.14
H 1.890 -0.001 -0.465 -0.629 -0.471 -0.493 0.16
H -0.610 -0.440 -1.223 0.177 0.719 -0.357 0.35
H -0.912 -1.942 0.959 0.311 -0.684 -0.513 0.17
H 0.560 -1.109 1.243 1.871 -0.347 0.454 0.18
H -1.358 -0.134 2.222 -0.181 -0.351 -0.508 0.19
H -2.115 0.132 0.598 1.481 0.071 0.756 0.18
H -0.150 1.675 0.166 0.904 -0.326 0.534 0.04
H 0.378 1.442 1.975 -0.483 -0.087 -0.711 0.06
```
Forces are in eV/Å.

Properties
- charge = -1
- frontier orbital gap (eV) = 6.1
- structure (SMILES) = NCNCCC[O-]
- highest occupied orbital energy (eV) = -2.2


Entry 2:
Molecular formula: C4H11N2O
Method: DFT, ωB97M-V with the def2-TZVPD basis set

```
18
Properties=species:S:1:pos:R:3:forces:R:3:nbo_charge:R:1
C 1.104 1.291 -0.130 1.105 -0.572 -0.306 -0.62
C 1.249 -1.063 0.702 -0.457 0.331 -1.833 -0.62
C -0.207 -0.521 -1.325 -0.323 0.446 2.642 -0.66
C 0.319 0.003 0.157 -1.716 0.880 -1.172 0.10
N -1.889 1.174 0.774 2.696 -0.741 1.951 -0.70
N -0.743 0.237 1.152 -2.024 -1.013 -0.071 -0.32
O -2.137 -1.756 0.844 1.166 1.539 0.194 -0.68
H 0.480 2.145 -0.212 -0.781 0.748 -0.271 0.21
H 1.895 1.554 0.595 -0.369 -0.414 0.017 0.19
H 1.599 1.083 -1.095 0.092 0.529 0.228 0.18
H 2.181 -0.919 0.104 -0.206 -0.468 0.952 0.18
H 0.717 -1.919 0.329 0.308 -1.192 0.467 0.23
H 1.303 -1.065 1.775 0.372 0.136 0.341 0.22
H -0.968 -1.282 -1.186 -0.090 -0.158 0.340 0.25
H -0.662 0.303 -1.818 -0.396 0.877 -0.620 0.18
H 0.565 -0.912 -1.942 1.017 -0.224 -0.398 0.18
H -2.160 0.830 -0.085 -0.885 -0.742 -2.649 0.32
H -2.645 0.817 1.362 0.492 0.040 0.188 0.36
```
Forces are in eV/Å.

Properties
- charge = -1
- frontier orbital gap (spin up / spin down) (eV) = 6.3 / 6.3
- highest occupied orbital energy (spin up / spin down) (eV) = -2.3 / -2.4


Entry 3:
Molecular formula: C4H11N2O
Method: DFT, ωB97M-V with the def2-TZVPD basis set

```
18
Properties=species:S:1:pos:R:3:forces:R:3:nbo_charge:R:1
C -1.455 2.228 -0.040 -0.147 0.361 -0.878 -0.46
C -1.684 0.321 1.194 -0.717 0.215 -0.250 -0.08
N -1.771 1.587 1.228 0.365 0.005 0.158 -0.45
H -2.167 3.022 -0.295 -0.119 0.009 0.393 0.16
H -1.396 1.553 -0.896 -0.057 -0.269 0.161 0.24
H -0.472 2.700 -0.022 0.094 0.049 0.393 0.19
H -1.882 -0.231 2.115 0.077 0.000 0.022 0.13
H -1.487 -0.197 0.246 0.358 -0.159 0.269 0.23
C 1.848 -0.699 0.610 0.128 -0.040 -0.079 -0.41
N 1.067 -1.737 -0.032 -0.218 -0.125 0.256 -0.68
C 0.506 -1.268 -1.340 -0.336 0.277 -0.026 0.15
O -0.124 -0.097 -1.225 0.315 -0.422 -0.297 -0.95
H 2.511 -0.158 -0.087 0.040 -0.017 0.003 0.15
H 2.457 -1.154 1.394 0.083 0.038 0.125 0.16
H 1.195 0.045 1.063 -0.037 0.040 -0.027 0.20
H 1.646 -2.561 -0.167 -0.015 0.079 -0.164 0.32
H -0.161 -2.103 -1.674 0.146 -0.111 -0.022 0.07
H 1.368 -1.251 -2.072 0.039 0.072 -0.039 0.03
```
Forces are in eV/Å.

Properties
- charge = -1
- frontier orbital gap (eV) = 7.1
- highest occupied orbital energy (eV) = -2.8


Entry 4:
Molecular formula: C4H11N2O
Method: DFT, ωB97M-V with the def2-TZVPD basis set

```
18
Properties=species:S:1:pos:R:3:forces:R:3:nbo_charge:R:1
C 0.850 -0.904 -0.926 -0.415 3.255 -2.923 -0.22
N 0.853 0.575 -1.061 1.231 -0.291 -0.659 -0.84
C 1.155 -1.300 0.600 -0.140 -3.748 0.954 -0.04
C 0.153 -0.782 1.584 -0.979 1.226 -0.623 -0.68
N 0.950 -2.487 -0.042 0.121 0.576 1.511 -0.39
C -1.830 1.601 -0.344 -0.675 0.594 0.381 -0.22
O -0.860 2.117 0.465 -0.044 -0.081 -0.814 -0.97
H 1.667 -1.132 -1.603 -0.164 -0.668 0.192 0.21
H -0.116 -1.193 -1.327 0.082 -0.450 0.205 0.25
H 0.163 1.320 -0.818 0.344 -1.082 1.406 0.45
H 1.812 0.854 -0.940 -0.142 0.576 0.209 0.33
H 2.205 -1.107 0.872 0.052 0.720 -0.420 0.15
H 0.154 0.317 1.515 -0.054 -0.036 0.440 0.28
H 0.257 -1.151 2.598 0.560 -0.058 0.161 0.20
H -0.864 -1.060 1.282 0.214 -0.123 -0.178 0.22
H -2.554 2.351 -0.765 0.138 0.092 0.086 0.09
H -2.511 0.897 0.189 0.038 -0.304 -0.142 0.09
H -1.483 1.083 -1.278 -0.165 -0.199 0.214 0.08
```
Forces are in eV/Å.

Properties
- charge = -1
- frontier orbital gap (eV) = 6.6
- highest occupied orbital energy (eV) = -2.8


Entry 5:
Molecular formula: C4H11N2O
Method: DFT, ωB97M-V with the def2-TZVPD basis set

```
18
Properties=species:S:1:pos:R:3:forces:R:3:mulliken_spin:R:1
C -1.276 0.483 -1.589 -0.410 -0.160 0.154 0.02
C -0.162 0.997 -0.715 1.649 0.609 -0.276 0.03
C 1.670 2.477 -0.787 0.881 0.739 0.951 0.49
N 0.744 1.845 -1.486 -1.107 -0.342 -0.573 0.42
H -1.893 -0.209 -1.006 -0.049 0.005 -0.138 -0.01
H -1.888 1.313 -1.971 0.024 -0.044 0.022 0.02
H -0.875 -0.066 -2.448 0.063 0.052 0.104 0.00
H 0.430 0.155 -0.322 -0.504 0.075 -0.166 -0.07
H -0.553 1.524 0.183 -0.224 0.137 -0.112 0.00
H 1.808 2.366 0.310 -0.089 -0.078 -0.317 0.09
H 2.426 3.099 -1.287 -0.178 -0.156 0.011 -0.05
N -0.748 -2.072 2.236 -0.093 0.141 0.553 0.00
C 0.384 -1.741 1.266 -0.406 0.468 -0.426 0.07
O -0.005 -1.833 0.001 0.127 -0.713 0.501 -0.02
H -0.486 -2.837 2.852 -0.028 -0.133 -0.179 0.00
H -1.505 -2.388 1.640 0.078 -0.094 -0.117 0.00
H 0.702 -0.701 1.569 0.013 -0.310 -0.128 0.01
H 1.229 -2.414 1.554 0.254 -0.195 0.135 0.00
```
Forces are in eV/Å.

Properties
- charge = -2
- frontier orbital gap (spin up / spin down) (eV) = 3.0 / 6.7
- multiplicity = 2
- highest occupied orbital energy (spin up / spin down) (eV) = 4.2 / 0.5
- <S²> = 0.754


Entry 6:
Molecular formula: C4H11N2O
Method: DFT, ωB97M-V with the def2-TZVPD basis set

```
18
Properties=species:S:1:pos:R:3:forces:R:3:nbo_charge:R:1
N 0.491 -0.681 1.309 -0.793 0.309 0.735 -0.89
C 0.961 -0.282 0.002 0.335 -0.335 0.066 -0.17
C 1.969 -1.230 -0.651 0.166 0.116 -0.563 0.42
O 2.364 -1.020 -1.762 0.038 0.090 -0.115 -0.47
C -0.210 -0.129 -0.986 -0.321 -0.458 -0.055 -0.44
C -1.519 0.457 -0.423 0.603 0.511 -0.215 -0.22
N -1.212 1.460 0.659 0.343 0.059 0.083 -0.70
H 0.046 -1.586 1.382 0.059 -0.094 -0.265 0.39
H 1.121 -0.579 2.089 0.412 -0.015 -0.191 0.40
H 1.515 0.657 0.126 -0.188 0.033 -0.085 0.22
H 2.313 -2.124 -0.114 -0.099 -0.088 0.467 0.14
H 0.128 0.439 -1.851 0.029 0.022 0.049 0.26
H -0.467 -1.130 -1.374 0.059 0.353 0.075 0.25
H -2.002 1.015 -1.225 -0.425 -0.336 0.190 0.24
H -2.166 -0.281 0.043 -0.052 -0.024 -0.204 0.23
H -0.562 0.961 1.300 -0.001 -0.192 0.140 0.47
H -0.747 2.284 0.283 0.018 0.077 -0.011 0.43
H -2.022 1.770 1.192 -0.187 -0.028 -0.100 0.44
```
Forces are in eV/Å.

Properties
- charge = +1
- frontier orbital gap (eV) = 9.7
- structure (SMILES) = N[C@@H](C=O)CC[NH3+]
- highest occupied orbital energy (eV) = -13.3


Entry 7:
Molecular formula: C4H11N2O
Method: DFT, ωB97M-V with the def2-TZVPD basis set

```
18
Properties=species:S:1:pos:R:3:forces:R:3:nbo_charge:R:1
C -1.966 -1.279 0.470 -0.333 0.784 -1.339 -0.43
N -0.979 -0.463 -0.349 2.190 -3.936 -2.303 -0.57
C 0.085 0.470 0.152 0.795 -1.232 -1.189 -0.12
C 0.119 1.753 -0.730 -1.739 -2.480 2.665 -0.59
C 1.507 -0.365 0.035 -3.955 1.036 0.237 0.69
N 2.552 0.177 0.634 -0.911 -0.854 -1.327 -0.78
O 1.419 -1.394 -0.594 0.548 -0.572 -0.622 -0.60
H -2.797 -0.697 0.715 -1.667 1.545 -0.501 0.23
H -2.365 -2.101 -0.150 0.778 0.103 0.677 0.25
H -1.726 -1.434 1.483 1.697 -1.212 0.840 0.25
H -0.290 -1.334 -0.877 -0.924 2.465 1.807 0.48
H -1.409 -0.124 -1.205 -0.474 0.470 0.275 0.43
H -0.213 0.607 1.145 0.147 0.718 1.767 0.22
H 0.035 1.341 -1.689 -0.420 0.338 -1.819 0.22
H 1.058 2.137 -0.591 2.146 1.540 0.118 0.24
H -0.675 2.357 -0.310 -0.071 0.567 -0.858 0.24
H 2.324 0.785 1.386 0.856 0.457 0.654 0.43
H 3.322 -0.436 0.475 1.337 0.263 0.919 0.44
```
Forces are in eV/Å.

Properties
- charge = +1
- frontier orbital gap (eV) = 12.0
- structure (SMILES) = C[NH2+][C@H](C)C(N)=O
- highest occupied orbital energy (eV) = -15.0


Entry 8:
Molecular formula: C4H11N2O
Method: DFT, ωB97M-V with the def2-TZVPD basis set

```
18
Properties=species:S:1:pos:R:3:forces:R:3:nbo_charge:R:1
O 1.254 -0.852 -1.686 0.622 0.523 0.580 -0.47
C 0.240 -0.393 -1.204 -1.529 -1.994 -1.835 0.47
N -0.994 -1.011 -1.414 0.681 0.728 -0.171 -0.54
C -2.168 -0.237 -1.826 -0.099 -0.196 0.281 -0.42
C 0.172 0.694 -0.266 1.163 0.714 1.256 0.01
N 1.586 -0.511 1.531 -0.729 2.254 -1.805 -0.58
C 1.216 0.559 2.503 0.080 -1.143 0.135 -0.44
H -0.848 -1.865 -1.937 -0.095 -0.173 -0.093 0.42
H -3.062 -0.820 -1.622 -0.026 0.130 0.072 0.24
H -2.187 0.698 -1.267 -0.226 0.029 0.001 0.20
H -2.150 0.016 -2.888 0.167 -0.045 0.025 0.23
H 1.007 1.376 -0.161 -0.051 0.045 -0.226 0.24
H -0.762 0.954 0.216 0.055 -0.119 0.213 0.24
H 2.376 -0.200 0.964 0.538 -0.357 0.417 0.39
H 0.914 -0.755 0.793 -0.649 -0.824 0.723 0.36
H 1.865 0.352 3.352 -0.160 0.410 0.177 0.25
H 0.174 0.426 2.788 0.082 -0.001 0.165 0.22
H 1.368 1.568 2.125 0.177 0.020 0.083 0.20
```
Forces are in eV/Å.

Properties
- charge = +1
- frontier orbital gap (eV) = 6.4
- highest occupied orbital energy (eV) = -14.6


Number 1: molar mass 103.1 g mol⁻¹. Number 2: molar mass 103.1 g mol⁻¹. Number 3: molar mass 103.1 g mol⁻¹. Number 4: molar mass 103.1 g mol⁻¹. Number 5: molar mass 103.1 g mol⁻¹. Number 6: molar mass 103.1 g mol⁻¹. Number 7: molar mass 103.1 g mol⁻¹. Number 8: molar mass 103.1 g mol⁻¹.